1.
DFT (ωB97M-V/def2-TZVPD) results for a molecular structure, C50H50F9Ge2NPtS5Sb in a non-equilibrium geometry.

The geometry in XYZ format:
```
119
Properties=species:S:1:pos:R:3:forces:R:3
Pt -15.3754 -4.2794 20.1031 0.583 0.491 0.349
C -19.6457 0.8320 18.2587 -1.009 -3.086 -2.911
C -18.7670 0.5216 19.4174 -0.418 1.041 0.745
C -17.6719 1.3420 19.5653 1.498 0.682 0.443
C -16.8378 1.3144 20.7089 -1.933 -1.083 -0.927
C -15.5898 2.1347 20.7599 -0.819 1.129 0.342
C -17.2968 0.4522 21.7184 2.476 0.570 1.392
C -18.3408 -0.4862 21.5934 0.461 0.888 -0.802
C -18.4344 -1.5125 22.6837 -0.457 -0.772 -0.674
C -19.0984 -0.3960 20.4326 0.010 -0.368 -0.424
C -16.4534 0.5427 23.0221 -0.121 -0.232 0.531
C -16.9597 1.3196 24.0934 0.977 -0.698 -0.415
C -16.2101 1.3453 25.3068 -3.152 0.390 -1.094
C -15.1453 0.5439 25.4473 1.653 -0.246 2.217
C -14.5314 -0.1284 24.4249 -1.119 0.612 -1.255
C -15.1856 -0.1313 23.1996 -1.119 0.035 -1.598
Ge -14.5303 -1.3739 21.7380 -0.346 2.569 -0.420
S -15.1249 -3.2376 22.4601 -0.536 -2.282 -0.647
S -12.4034 -0.8705 21.2702 0.135 -0.337 -0.052
Ge -13.0667 -1.7692 19.3232 -0.334 0.647 -0.711
S -12.9793 -3.9566 19.6647 -1.212 -0.130 -0.261
S -15.1958 -0.9681 19.4880 0.959 -0.937 0.992
C -12.1213 -1.1037 17.6921 -1.320 -1.892 0.276
C -11.0655 -0.2613 17.7939 0.911 0.781 -1.855
C -10.4074 0.1293 16.6209 0.574 0.305 0.138
C -10.6683 -0.4253 15.4029 0.614 0.529 -0.384
C -11.7417 -1.2550 15.3177 -1.013 -2.020 -1.518
C -12.4805 -1.6165 16.4183 -0.399 0.777 0.612
C -13.7923 -2.2951 16.1960 0.679 2.470 0.068
C -14.8827 -1.4049 15.9857 -2.050 -2.184 -0.157
C -14.8267 0.0727 15.7726 1.263 -0.289 4.151
C -16.1488 -2.0290 15.9115 2.750 0.307 0.393
C -16.2933 -3.4195 15.9999 -0.233 0.721 0.838
C -17.7007 -3.8353 16.0087 -2.239 0.150 -0.449
C -15.2237 -4.2523 16.2142 2.294 1.157 -1.080
C -13.8881 -3.6368 16.2109 -2.689 -2.624 1.310
C -12.6881 -4.5076 16.3472 0.617 -0.623 0.709
C -10.5738 0.3973 18.9786 -0.832 0.551 0.675
C -9.6454 -0.2275 19.7815 1.854 1.150 0.810
C -8.9156 -1.5112 19.4689 -0.334 -0.251 1.343
C -9.1428 0.5329 20.8535 -0.065 0.141 0.141
C -9.5597 1.8488 21.0821 0.328 -1.470 0.784
C -8.9075 2.5295 22.2482 -0.729 1.557 0.549
C -10.5630 2.3780 20.3011 0.426 -0.131 -0.159
C -11.0832 1.6922 19.2349 0.569 -0.873 -0.522
C -12.1296 2.3166 18.3571 -1.419 0.414 1.496
C -13.2535 -0.7626 24.6793 2.085 -0.719 0.133
C -12.0374 -0.1031 24.3610 0.745 -2.035 0.930
C -11.9879 1.3407 24.0102 -0.189 0.876 -0.088
C -10.8222 -0.8703 24.4892 0.227 0.219 -0.734
C -10.8379 -2.1757 24.9992 -0.134 0.437 -0.568
C -9.6044 -3.0779 24.9603 -0.056 1.268 -0.766
C -12.0656 -2.7233 25.4442 0.780 -0.061 -0.702
C -13.2520 -2.0629 25.2618 -1.429 0.685 -0.269
C -14.6384 -2.6255 25.6849 2.117 -1.026 -0.006
H -19.5004 1.7642 17.7243 0.352 0.323 0.450
H -20.7332 0.7156 18.4385 0.586 0.139 0.288
H -19.4748 0.0148 17.3904 -0.263 1.554 1.786
H -17.3974 2.0732 18.7874 -0.294 -0.472 0.177
H -15.5130 2.7849 19.8765 0.040 -0.350 0.127
H -14.6788 1.5887 20.8989 0.467 -0.599 -0.142
H -15.6612 2.7918 21.6238 0.109 0.275 0.203
H -19.2220 -2.3162 22.5421 0.922 1.087 0.045
H -18.5703 -0.9621 23.5989 -0.267 -0.153 0.679
H -17.4279 -1.9631 22.7229 -0.621 -0.246 0.217
H -19.9172 -1.0928 20.2649 0.053 0.073 0.052
H -17.9533 1.7889 23.9766 0.770 -0.061 0.187
H -16.6608 1.8301 26.1614 0.151 0.172 0.123
H -14.7034 0.3710 26.4409 -0.111 0.544 -0.306
H -9.6710 0.9120 16.6601 0.446 0.086 0.325
H -10.0455 -0.1863 14.5442 -0.244 0.061 0.046
H -12.0593 -1.7566 14.3760 0.409 0.676 0.525
H -14.9022 0.5860 16.8341 0.093 -0.732 -1.882
H -15.6821 0.3157 15.2340 -1.044 0.970 -1.272
H -13.8519 0.3275 15.4048 0.146 0.612 -0.715
H -17.0248 -1.4232 15.9194 -0.620 0.403 -0.386
H -18.2276 -3.4191 15.0868 0.625 -0.784 0.988
H -18.2782 -3.3951 16.8744 0.768 -0.496 -0.767
H -17.8081 -4.9165 16.0444 -0.197 -0.056 -0.087
H -15.3001 -5.3384 16.2191 -0.138 0.242 0.192
H -12.7225 -5.3278 17.1026 -0.677 0.453 -0.727
H -11.8005 -3.9696 16.6715 0.061 0.342 -0.241
H -12.5000 -4.9128 15.3665 0.334 -0.483 -0.367
H -7.9301 -1.3887 19.0522 0.183 0.608 -0.903
H -9.5171 -2.1644 18.8547 0.054 -0.463 -0.038
H -8.5997 -1.9686 20.4306 -0.850 -0.212 -0.375
H -8.3933 0.1047 21.5518 -0.442 0.189 -0.630
H -7.8414 2.4446 22.1168 0.483 0.025 0.266
H -9.2057 2.0978 23.2200 0.212 -0.082 -0.435
H -9.1523 3.6276 22.3498 0.175 -1.040 -0.375
H -10.8968 3.3596 20.4715 -0.425 1.246 0.354
H -12.3075 3.3491 18.6695 0.033 -0.005 0.404
H -13.1122 1.8066 18.5122 0.667 0.137 -0.405
H -11.9358 2.4535 17.3223 0.460 -0.678 -1.042
H -11.3673 1.9095 24.7684 -1.007 -0.521 -0.552
H -13.0575 1.6808 23.9576 1.263 0.318 0.029
H -11.4751 1.5360 23.0523 -0.427 -0.242 0.146
H -9.8456 -0.4814 24.0017 -1.692 -0.445 1.089
H -9.4256 -3.4728 25.9359 0.273 -0.455 0.653
H -8.6954 -2.5428 24.6085 -0.594 -0.129 0.353
H -9.7553 -3.8846 24.2508 -0.154 -0.264 0.003
H -12.0783 -3.7664 25.7251 -0.021 -0.102 0.382
H -15.3447 -2.6586 24.8875 -0.300 0.017 -0.762
H -15.0544 -1.9540 26.3976 -0.348 0.241 0.997
H -14.5295 -3.6695 26.0648 -0.111 0.874 -0.022
S -20.1736 -3.9451 19.2786 1.836 -0.178 0.055
C -18.4973 -3.9291 19.3750 -0.256 0.817 0.251
N -17.3303 -3.7368 19.4729 -1.049 -0.910 -0.099
F -14.2241 -6.8045 20.8008 -0.666 -0.333 0.200
C -15.3045 -6.4421 20.0243 0.889 0.294 -0.010
F -16.3727 -7.2000 20.4130 0.772 0.413 -0.238
F -14.9247 -6.8836 18.7779 -0.696 0.135 0.347
F -17.7219 -6.9017 11.3441 0.093 0.600 0.308
Sb -16.5973 -6.0608 10.0506 -1.689 -0.910 1.259
F -17.1553 -4.2997 10.5888 0.183 -0.574 -0.573
F -15.4404 -5.5664 8.6779 0.224 0.593 -0.683
F -15.1865 -5.8628 11.2850 0.202 -0.090 0.101
F -16.1453 -7.8692 9.6961 0.445 -0.086 -0.350
F -18.1195 -6.2381 8.8965 0.546 0.452 -0.142
```
Positions in Å, forces in eV/Å.

The spin multiplicity is 4. For the total energy, the calculation gives -9393.54178 Eh. For the gap between HOMO and LUMO (spin up / spin down), the calculation gives 6.745 / 5.653 eV. The net charge is -2.

2.
DFT (ωB97M-V/def2-TZVPD) results for a molecular structure, C50H50N7Pt in a non-equilibrium geometry.

The geometry in XYZ format:
```
108
Properties=species:S:1:pos:R:3:forces:R:3
Pt 0.5400 0.7450 0.1086 0.675 0.755 -0.668
N -9.0915 -2.0567 3.4897 -0.092 -0.023 0.030
C -8.0317 -1.8110 3.1200 0.329 0.087 -0.130
C -6.6969 -1.5048 2.6571 -0.197 -0.057 0.081
C -6.2718 -0.1840 2.5626 0.027 0.152 -0.006
C -4.9901 0.0990 2.1214 -0.010 0.083 0.183
C -4.1056 -0.9213 1.7764 -0.002 -0.016 -0.026
C -4.5468 -2.2388 1.8760 -0.032 -0.096 -0.173
C -5.8293 -2.5333 2.3069 0.037 -0.123 -0.043
C -2.7225 -0.5939 1.3163 -0.039 0.072 -0.106
C -2.6436 0.2798 0.2148 -0.175 -0.006 -0.180
C -3.7568 0.5805 -0.6369 0.160 0.010 0.148
C -3.2995 1.4132 -1.6251 0.110 0.108 0.012
C -1.9239 1.6187 -1.3526 -0.189 0.256 -0.169
N -1.5210 0.9426 -0.2928 -0.301 -0.391 0.273
C -1.6816 -1.1909 2.0218 -0.209 0.122 0.287
C -1.7673 -1.9959 3.2183 0.027 0.154 -0.198
C -0.4799 -2.3276 3.5385 0.193 -0.004 -0.033
C 0.3418 -1.7056 2.5414 0.179 -0.027 0.262
N -0.3574 -1.0332 1.6632 -0.305 -0.602 0.237
H -6.9465 0.6172 2.8341 0.019 -0.003 0.011
H -4.6504 1.1247 2.0648 -0.015 0.007 -0.049
H -3.8848 -3.0403 1.5773 0.051 -0.003 0.053
H -6.1682 -3.5596 2.3629 0.027 0.004 0.010
H -4.7570 0.1881 -0.5366 0.037 0.006 0.033
H -3.8607 1.8346 -2.4450 0.033 0.004 0.015
H -1.2336 2.2639 -1.8803 0.001 -0.061 -0.006
H -2.6528 -2.2437 3.7817 -0.050 -0.004 -0.067
H -0.1470 -2.9220 4.3775 0.018 0.038 -0.022
H 1.4256 -1.7059 2.4783 -0.033 -0.051 0.047
C 1.8173 -4.4565 0.9458 0.029 -0.033 -0.058
C 2.5393 -4.8767 -0.3063 -0.061 -0.015 0.039
C 3.4445 -5.9359 -0.2758 -0.008 0.019 0.030
C 4.0802 -6.3925 -1.4192 -0.009 -0.001 -0.026
C 3.8149 -5.7858 -2.6385 -0.004 0.019 -0.008
C 2.9375 -4.7154 -2.6919 0.052 -0.014 -0.026
C 2.3048 -4.2514 -1.5404 0.014 0.000 -0.006
N 1.3838 -3.1865 -1.6517 -0.056 0.115 0.074
C 1.5101 -1.9335 -1.0503 0.070 -0.071 -0.164
N 2.6774 -1.7568 -0.4034 -0.051 0.059 0.229
C 3.2645 -0.5872 0.1640 -0.029 -0.129 -0.132
C 2.5435 0.5895 0.3809 -0.241 0.179 -0.091
C 3.3226 1.6809 0.8028 0.180 -0.017 0.061
C 4.6807 1.5876 1.0592 -0.042 -0.067 -0.030
C 5.3343 0.3706 0.9086 -0.005 0.065 0.016
C 4.6339 -0.7309 0.4492 0.042 -0.054 0.025
C 5.3415 -2.0533 0.2639 0.006 0.043 0.004
N 0.5860 -1.0361 -1.1653 -0.049 -0.040 0.665
C -0.6113 -1.4357 -1.8231 0.047 0.025 -0.133
C -1.4911 -2.3336 -1.2223 0.021 -0.062 0.008
C -2.6456 -2.7296 -1.8776 0.011 0.016 -0.048
C -2.9283 -2.2289 -3.1434 0.044 -0.001 0.038
C -2.0544 -1.3293 -3.7344 -0.015 -0.002 0.036
C -0.8908 -0.9162 -3.0881 0.041 0.071 -0.113
C 0.0577 0.0666 -3.7252 -0.074 -0.022 0.023
H 1.7560 -5.2905 1.6454 -0.003 0.008 -0.019
H 0.8074 -4.1093 0.7234 0.023 0.008 0.006
H 2.3234 -3.6312 1.4504 0.000 -0.012 -0.025
H 3.6310 -6.4275 0.6729 -0.006 0.015 -0.016
H 4.7681 -7.2268 -1.3614 -0.005 0.023 0.004
H 4.2991 -6.1332 -3.5426 -0.018 0.002 0.014
H 2.7332 -4.2181 -3.6334 0.017 0.003 0.025
H 0.7539 -3.2062 -2.4372 -0.078 -0.028 0.033
H 3.3198 -2.5198 -0.5244 0.020 -0.006 -0.029
H 2.8292 2.6319 0.9414 -0.049 0.009 -0.024
H 5.2338 2.4632 1.3809 -0.020 -0.008 0.019
H 6.3921 0.2773 1.1344 -0.034 -0.010 -0.015
H 6.3686 -1.9771 0.6194 -0.002 -0.009 -0.009
H 5.3846 -2.3662 -0.7869 -0.012 0.014 0.033
H 4.8622 -2.8628 0.8275 0.031 0.023 -0.020
H -1.2542 -2.7066 -0.2320 -0.009 0.044 -0.027
H -3.3308 -3.4170 -1.3945 0.018 0.012 -0.018
H -3.8339 -2.5256 -3.6591 0.020 0.009 0.010
H -2.2831 -0.9198 -4.7127 0.010 0.002 0.018
H -0.4662 0.7024 -4.4411 -0.005 -0.035 0.009
H 0.8599 -0.4499 -4.2613 0.014 0.012 0.023
H 0.5243 0.6971 -2.9656 -0.040 -0.008 -0.031
C -0.3853 7.3406 -0.9231 -0.004 -0.052 -0.015
C 0.1020 5.9269 -1.1413 0.005 -0.032 0.023
C 0.5990 5.5395 -2.3771 -0.001 -0.023 -0.005
C 1.0665 4.2311 -2.5238 -0.006 0.010 -0.023
C 1.5660 3.7415 -3.8621 0.010 0.038 0.013
C 1.0460 3.3613 -1.4542 0.129 -0.003 0.000
C 0.5266 3.6921 -0.1706 0.010 0.118 0.158
C 0.0541 5.0290 -0.0788 -0.102 -0.078 -0.018
N 0.5510 2.7453 0.8193 -0.110 -0.263 0.048
C 0.1435 3.0004 2.2283 0.052 0.068 -0.115
C 0.8814 1.9978 3.1250 -0.068 -0.020 -0.002
C 0.5312 4.3745 2.8218 0.061 0.015 -0.135
C -1.3697 2.8176 2.4086 0.023 0.078 -0.030
H -0.3983 7.8993 -1.8607 -0.013 -0.009 0.020
H 0.2667 7.8719 -0.2247 -0.015 0.002 -0.009
H -1.3942 7.3558 -0.5027 0.027 -0.010 -0.013
H 0.6269 6.2371 -3.2098 -0.013 -0.040 0.041
H 1.7716 4.5767 -4.5350 0.018 -0.021 0.015
H 0.8176 3.1047 -4.3435 0.025 0.014 -0.001
H 2.4776 3.1491 -3.7557 -0.028 0.015 0.008
H 1.4474 2.3639 -1.5785 0.004 -0.049 -0.021
H -0.4015 5.3966 0.8211 -0.048 -0.040 0.157
H 1.9505 2.2232 3.1515 -0.045 -0.031 -0.007
H 0.7545 0.9850 2.7635 -0.023 -0.191 -0.054
H 0.4860 2.0563 4.1454 0.025 0.005 -0.073
H 1.5034 4.7108 2.4555 -0.032 0.023 -0.045
H 0.5983 4.2607 3.9065 0.028 0.025 -0.024
H -0.2111 5.1477 2.6383 0.050 0.053 -0.019
H -1.6452 1.7857 2.2091 -0.052 -0.088 -0.025
H -1.9129 3.4652 1.7121 0.009 -0.054 0.042
H -1.6705 3.0664 3.4339 0.023 -0.001 -0.069
```
Positions in Å, forces in eV/Å.

For the total energy, the calculation gives -2438.02854 Eh. For the gap between HOMO and LUMO, the calculation gives 5.400 eV. The net charge is -1.